Entry from the Open Molecules 2025 dataset: C2H3I2N as an isolated structure in a non-equilibrium geometry (the ωB97M-V functional and the def2-TZVPD basis).

Cartesian coordinates (Å):
1 I 3.07 1.50 0.05
2 H -0.03 -1.71 -0.31
3 H -0.27 2.90 0.29
4 H 0.52 -1.16 1.57
5 N -0.05 1.87 0.03
6 C 0.99 1.26 -0.08
7 C 0.58 -1.37 0.48
8 I 2.45 -2.04 -0.05

Charge ... 0
LUMO (spin up / spin down) ... -0.0280 / -0.0114 Ha
F_max ... 2.4 eV/A
E ... -19809.4736 eV
ΔE to the lowest compared entry with this formula, charge and spin ... 3.755 eV
Kohn-Sham gap (spin up / spin down) ... 7.21 / 7.53 eV

Entry from the Open Molecules 2025 dataset: C2H3I2NO as an isolated structure in a non-equilibrium geometry (the ωB97M-V functional and the def2-TZVPD basis).

Cartesian coordinates (Å):
1 N 0.29 -1.26 1.44
2 H -1.31 -0.76 -1.12
3 I 1.73 -1.44 0.15
4 H 0.46 -0.62 2.28
5 C -0.46 -0.05 -1.11
6 O 0.77 -0.31 -1.53
7 I 0.93 2.08 0.32
8 H -1.67 1.38 -0.05
9 C -0.74 0.99 -0.37

Charge ... 0
LUMO (spin up / spin down) ... -0.0625 / -0.0628 Ha
F_max ... 2.8 eV/A
E ... -21856.2864 eV
ΔE to the lowest compared entry with this formula, charge and spin ... 5.086 eV
Kohn-Sham gap (spin up / spin down) ... 7.10 / 7.10 eV

Entry from the Open Molecules 2025 dataset: a 2-piece molecular cluster, C2H3I2NO overall in a non-equilibrium geometry (the ωB97M-V functional and the def2-TZVPD basis).

Cartesian coordinates (Å):
1 C -0.36 -0.49 0.35
2 I -4.34 1.97 -0.89
3 H 0.57 0.06 0.18
4 C -1.01 -0.40 -0.98
5 H -0.89 0.16 1.04
6 N -1.24 -0.16 -2.09
7 I -2.08 3.34 -1.29
8 O -1.74 0.02 -3.14
9 H -0.09 -1.39 0.74

Charge ... 0
Structure (SMILES) ... CC#[N+][O-].II
LUMO ... -0.0636 Ha
F_max ... 4.4 eV/A
E ... -21858.7654 eV
ΔE to the lowest compared entry with this formula, charge and spin ... 2.607 eV
Kohn-Sham gap ... 7.59 eV

Entry from the Open Molecules 2025 dataset: C2H3I3S as an isolated structure in a non-equilibrium geometry (the ωB97M-V functional and the def2-TZVPD basis).

Cartesian coordinates (Å):
1 H -1.60 1.35 1.36
2 I 2.00 -1.83 -1.07
3 H -0.94 -1.00 0.35
4 C 0.93 -0.20 -0.13
5 I 1.76 1.69 -0.89
6 I 1.11 -0.36 2.06
7 H -1.00 -0.53 -1.37
8 S -1.59 1.20 0.06
9 C -0.66 -0.32 -0.37

Charge ... 0
LUMO ... -0.0374 Ha
F_max ... 3.2 eV/A
E ... -37258.7235 eV
ΔE to the lowest compared entry with this formula, charge and spin ... 0.024 eV
Kohn-Sham gap ... 8.11 eV

Entry from the Open Molecules 2025 dataset: a 2-piece molecular cluster, C2H3I3Si overall in a non-equilibrium geometry (the ωB97M-V functional and the def2-TZVPD basis).

Cartesian coordinates (Å):
1 I -1.19 0.59 -2.87
2 H 2.17 0.17 -0.47
3 I -3.04 0.82 0.71
4 C 1.28 -0.16 1.27
5 H 0.85 -0.04 2.24
6 C 2.14 0.51 0.61
7 Si -1.78 -0.70 -0.79
8 H 2.84 1.38 0.90
9 I -3.27 -2.57 -1.59

Charge ... 0
LUMO (spin up / spin down) ... -0.1127 / -0.1501 Ha
F_max ... 2.4 eV/A
E ... -34298.7384 eV
ΔE to the lowest compared entry with this formula, charge and spin ... 5.721 eV
Kohn-Sham gap (spin up / spin down) ... 4.65 / 2.83 eV

Entry from the Open Molecules 2025 dataset: one molecule with the formula C2H3IN2 in a non-equilibrium geometry (the ωB97M-V functional and the def2-TZVPD basis).

Cartesian coordinates (Å):
1 H 0.20 -0.65 -1.48
2 N 0.12 0.52 0.63
3 H -0.35 1.33 1.08
4 H -1.03 0.67 -1.18
5 N 2.36 -0.36 0.96
6 C -0.58 -0.12 -0.78
7 I -2.08 -1.53 -0.09
8 C 1.36 0.13 0.86

Charge ... 0
Structure (SMILES) ... N#CNCI
LUMO ... -0.0036 Ha
F_max ... 6.2 eV/A
E ... -13201.4003 eV
ΔE to the lowest compared entry with this formula, charge and spin ... 0.415 eV
Kohn-Sham gap ... 9.56 eV